{
  "formula": "C51H47HfN4O4PS2Se2",
  "method": "ωB97M-V/def2-TZVPD",
  "species": ["Hf", "C", "O", "C", "C", "C", "C", "C", "C", "N", "N", "C", "O", "C", "C", "C", "C", "C", "C", "C", "O", "H", "H", "H", "H", "H", "H", "H", "H", "H", "H", "H", "H", "Se", "Se", "C", "C", "C", "C", "C", "N", "C", "C", "C", "C", "C", "N", "H", "H", "H", "H", "H", "H", "H", "H", "C", "C", "C", "C", "C", "C", "H", "H", "H", "H", "H", "H", "H", "H", "H", "S", "P", "S", "C", "C", "C", "C", "C", "C", "C", "C", "C", "C", "C", "C", "H", "H", "H", "H", "H", "H", "H", "H", "H", "H", "C", "C", "O", "C", "C", "C", "C", "C", "C", "H", "H", "H", "H", "H", "H", "H", "H"],
  "positions_angstrom": [[-0.32585, -0.37605, 0.80563], [3.76445, -2.13374, 0.47054], [3.75680, -2.43286, -0.94233], [2.70062, -2.28078, -1.78037], [3.01777, -2.44946, -3.12668], [2.07874, -2.17644, -4.11881], [0.78816, -1.82225, -3.77377], [0.37762, -1.74629, -2.41051], [-0.93602, -1.33881, -2.09608], [-1.42901, -1.08361, -0.89073], [-2.80165, -0.88797, -0.83152], [-3.22334, -0.81164, 0.41971], [-2.35743, -0.71344, 1.39777], [-4.71317, -0.79584, 0.69359], [-5.16463, -0.68478, 2.01249], [-6.53942, -0.74281, 2.32932], [-7.48411, -0.85907, 1.31069], [-7.03189, -0.91472, -0.01049], [-5.67331, -0.89168, -0.32871], [1.33535, -1.94031, -1.38465], [1.01500, -1.69465, -0.14041], [4.70915, -2.56353, 0.84510], [2.91988, -2.56962, 1.00613], [3.82365, -1.04996, 0.64126], [4.05933, -2.69112, -3.34804], [2.32151, -2.18259, -5.19488], [0.04114, -1.66246, -4.58129], [-1.64475, -1.17444, -2.90225], [-4.42813, -0.57049, 2.80254], [-6.88144, -0.71536, 3.37256], [-8.54647, -0.89092, 1.56181], [-7.74852, -1.03966, -0.83405], [-5.37679, -0.91525, -1.37092], [1.47107, 0.36451, 2.83367], [-0.49744, 1.69302, 3.87263], [-1.14468, 2.47247, 2.31330], [-1.60925, 3.76979, 2.55474], [-2.05509, 4.56753, 1.51926], [-2.07323, 4.00870, 0.21416], [-1.72668, 2.67744, 0.13736], [-1.20957, 1.87693, 1.09762], [0.51604, -1.26852, 3.36092], [0.25645, -1.63384, 4.68520], [-0.59264, -2.71499, 4.99267], [-1.08348, -3.43915, 3.94684], [-0.43574, -3.30011, 2.58147], [0.02944, -1.94283, 2.33077], [-1.57289, 4.13111, 3.59409], [-2.37905, 5.58944, 1.73251], [-2.31730, 4.70258, -0.61272], [-0.68485, 1.81350, -1.42173], [0.68531, -0.98137, 5.45690], [-0.85109, -2.91399, 6.06196], [-1.91120, -4.16188, 4.09555], [-1.11348, -3.60019, 1.78037], [2.46479, -6.93968, 3.36329], [2.97987, -5.49846, 3.15076], [4.05151, -5.44612, 2.04835], [3.46970, -4.87875, 4.47495], [1.80009, -4.72289, 2.78782], [0.73934, -4.16500, 2.64593], [3.26547, -7.61497, 3.69804], [2.09056, -7.34637, 2.42743], [1.64777, -6.94872, 4.09876], [4.87818, -6.11684, 2.29657], [4.48539, -4.44798, 1.92046], [3.61969, -5.73146, 1.09759], [4.33322, -5.43518, 4.88644], [2.64757, -4.90618, 5.19904], [3.79517, -3.83744, 4.34300], [3.94250, 1.56202, 1.05492], [3.04840, 2.01712, -0.64474], [1.02007, 1.27268, -0.98764], [3.05091, 3.81237, -0.81630], [4.23124, 4.39771, -1.27560], [4.35140, 5.77457, -1.25471], [3.28982, 6.58492, -0.86117], [2.11033, 5.97907, -0.45945], [1.97142, 4.58151, -0.44988], [3.85477, 1.31534, -2.13167], [3.27628, 1.54668, -3.37819], [3.82969, 0.96537, -4.50537], [4.97730, 0.17305, -4.39840], [5.54875, -0.04251, -3.15009], [4.95884, 0.47507, -1.99742], [5.05194, 3.74533, -1.60323], [5.27961, 6.23318, -1.61928], [3.41065, 7.68595, -0.84082], [1.22705, 6.56769, -0.16123], [1.03668, 4.13917, -0.08258], [2.37829, 2.18158, -3.44334], [3.35238, 1.15752, -5.47747], [5.43575, -0.29965, -5.27481], [6.46321, -0.62634, -3.02236], [5.34581, 0.27154, -0.98474], [-1.97765, 2.45560, -3.56718], [-2.62138, 2.41170, -2.23091], [-1.74282, 2.02919, -1.17165], [-3.95595, 2.59756, -1.98352], [-4.60579, 2.28574, -0.73656], [-5.86676, 2.76289, -0.47369], [-6.61528, 3.45198, -1.45639], [-6.05903, 3.63102, -2.70610], [-4.80115, 3.15109, -3.01085], [-1.14763, 1.75756, -3.70785], [-1.58459, 3.46472, -3.76973], [-2.74704, 2.27118, -4.31817], [-4.07310, 1.64783, -0.02995], [-6.31974, 2.58668, 0.51650], [-7.60729, 3.84126, -1.21612], [-6.62902, 4.09820, -3.50291], [-4.46102, 3.21337, -4.03801]],
  "forces_ev_per_a": [[0.170, -2.408, 0.253], [0.292, 0.070, -0.110], [0.062, -0.180, 0.457], [-0.887, 0.095, 0.178], [0.058, 0.386, 0.811], [-0.950, 0.281, -0.737], [-0.464, -0.400, -0.509], [1.060, 0.222, -0.406], [-1.076, 0.430, 0.827], [0.338, 0.204, -1.009], [-1.237, -0.484, 0.470], [0.262, 0.442, -1.385], [0.266, 0.019, -0.124], [0.173, 0.070, 0.134], [-0.401, -0.171, 0.207], [0.386, 0.063, -0.118], [0.519, 0.068, 0.077], [-0.118, -0.289, -0.436], [-0.114, 0.058, 0.312], [1.107, 0.283, -0.419], [-0.151, 0.309, 0.155], [-0.432, 0.085, -0.276], [0.046, -0.011, -0.119], [-0.249, -0.268, -0.150], [-0.368, 0.048, -0.030], [0.097, -0.209, 0.759], [0.550, 0.012, 0.745], [-0.105, -0.328, -0.149], [-0.088, -0.100, -0.050], [0.332, 0.088, -0.471], [0.326, -0.039, -0.215], [0.301, 0.225, 0.434], [0.120, -0.080, 0.147], [-1.872, 0.498, 1.581], [1.804, -1.685, -0.328], [-0.525, 0.766, -0.765], [-0.089, 0.198, 0.334], [-0.077, -0.756, -0.566], [-0.230, 1.209, 1.210], [0.972, -0.313, -1.806], [-0.736, 1.483, 0.289], [-0.303, -1.055, 2.633], [2.493, 2.332, -0.625], [-1.171, -0.992, -0.410], [-0.912, -0.009, 1.292], [-0.077, -0.171, 0.440], [-0.513, 1.653, -1.535], [0.041, -0.029, -0.696], [0.160, -0.332, -0.328], [-0.035, -1.289, 0.174], [-1.200, 0.581, 0.333], [-0.115, -0.529, -0.172], [-0.072, 0.255, -1.193], [0.796, 0.403, -0.237], [0.050, 0.046, 0.021], [0.371, -0.143, 0.257], [0.053, 0.045, 0.178], [0.178, 0.120, 0.378], [0.537, -0.339, 0.221], [-0.970, 0.409, -0.340], [1.108, -0.524, -0.521], [-0.096, 0.257, 0.062], [-0.136, 0.041, -0.116], [0.279, -0.010, -0.197], [-0.088, -0.080, -0.041], [-0.247, -0.132, 0.188], [-0.036, -0.181, -0.234], [-0.372, 0.104, -0.173], [0.237, 0.073, -0.044], [-0.221, -0.237, -0.066], [-0.342, 0.098, -0.558], [-0.586, -0.785, 0.113], [0.960, 0.146, 0.399], [-0.070, -0.542, -0.619], [0.179, -0.256, 0.204], [0.627, 0.354, -0.642], [0.077, 0.353, 0.242], [-1.018, -0.072, 0.123], [-0.226, 0.902, 0.508], [-0.174, -0.219, 0.533], [-0.202, 0.300, 0.038], [-0.138, 0.112, -0.555], [0.132, -0.036, 0.009], [0.184, -0.224, 0.416], [-0.017, 0.469, 0.229], [-0.287, 0.453, 0.142], [-0.393, -0.189, 0.261], [-0.184, -0.863, -0.074], [0.644, -0.153, -0.147], [0.418, 0.058, -0.280], [0.495, -0.372, -0.095], [0.347, -0.222, 0.449], [-0.273, 0.331, 0.275], [-0.344, 0.029, -0.267], [-0.088, 0.105, -0.696], [0.248, 0.946, 0.260], [-0.238, 0.124, -1.338], [1.797, -0.792, 2.331], [-0.779, -0.230, 0.198], [0.590, 0.350, -0.312], [-0.927, 0.193, -0.015], [-0.218, 0.089, 1.381], [0.206, -0.534, -0.552], [0.011, 0.057, 0.286], [-0.055, -0.206, 0.039], [0.189, -0.074, -0.340], [0.258, -0.235, -0.018], [-0.232, 0.357, 0.022], [0.215, -0.051, -0.559], [0.330, -0.141, -0.077], [-0.054, -0.013, 0.068], [0.130, 0.223, 0.165]],
  "lowdin_charge": [1.45, -0.05, -0.08, -0.18, 0.00, -0.10, -0.05, -0.18, -0.04, -0.14, 0.08, -0.41, -0.18, -0.16, -0.02, -0.08, -0.09, -0.08, -0.03, -0.27, -0.25, 0.09, 0.07, 0.01, 0.12, 0.11, 0.12, 0.14, 0.11, 0.10, 0.10, 0.11, 0.11, 0.73, 0.87, -0.69, -0.13, -0.01, 0.04, -0.27, 0.00, -0.74, -0.18, -0.12, -0.04, -0.33, -0.16, 0.10, 0.13, 0.16, 0.00, 0.09, 0.12, 0.11, 0.14, -0.05, -0.60, -0.04, -0.05, 0.00, 0.06, 0.09, 0.08, 0.09, 0.09, 0.06, 0.09, 0.09, 0.09, 0.09, 0.23, 0.28, 0.44, -0.41, -0.09, -0.08, -0.08, -0.08, -0.09, -0.41, -0.11, -0.08, -0.08, -0.08, -0.10, 0.12, 0.11, 0.12, 0.11, 0.09, 0.11, 0.11, 0.11, 0.11, 0.08, -0.05, -0.31, -0.08, -0.22, -0.08, -0.12, -0.15, -0.14, -0.06, 0.07, 0.08, 0.07, 0.08, 0.10, 0.08, 0.10, 0.08],
  "relative_energy_kcal_mol": 106.3,
  "charge": 0,
  "orbital_gap_ha": 0.11330,
  "energy_ev": -230756.3294
}